Molecular formula: C34H27BiN2O2
Method: DFT, the ωB97M-V functional and the def2-TZVPD basis

Computed properties:
HOMO   -9.0 eV
Frontier orbital gap   9.062 eV
Total energy   -1786.44521 Eh

```
66
C34H27BiN2O2 | the Open Molecules 2025 dataset | the ωB97M-V functional and the def2-TZVPD basis
Bi -0.496 0.169 0.171
O -0.025 2.197 0.052
C 0.864 2.857 -0.821
C 1.928 1.898 -1.444
C 2.738 1.214 -0.383
C 3.996 1.640 0.020
C 4.628 0.962 1.051
C 3.990 -0.103 1.665
C 2.729 -0.467 1.216
C 1.892 -1.520 1.874
C 0.846 -0.860 2.831
O 0.051 0.106 2.187
C -0.082 -1.915 3.436
C -1.079 -1.459 4.298
C -1.971 -2.342 4.877
C -1.883 -3.702 4.603
C -0.907 -4.161 3.737
C -0.011 -3.271 3.153
C 1.635 -0.162 3.951
C 2.228 -0.904 4.968
C 3.012 -0.278 5.925
C 3.203 1.096 5.881
C 2.603 1.840 4.877
C 1.822 1.213 3.917
N 2.147 0.169 0.199
C 1.607 3.935 -0.026
C 1.310 4.146 1.313
C 1.999 5.103 2.047
C 2.986 5.866 1.447
C 3.272 5.679 0.101
C 2.586 4.722 -0.630
C 0.009 3.467 -1.949
C -0.540 2.628 -2.916
C -1.382 3.122 -3.898
C -1.701 4.471 -3.927
C -1.178 5.313 -2.959
C -0.332 4.815 -1.977
H 2.562 2.471 -2.116
H 1.413 1.135 -2.031
H 4.464 2.489 -0.457
H 5.609 1.274 1.385
H 4.448 -0.627 2.493
H 2.509 -2.202 2.456
H 1.363 -2.087 1.103
H -1.150 -0.396 4.493
H -2.742 -1.971 5.540
H -2.572 -4.398 5.064
H -0.838 -5.217 3.507
H 0.744 -3.658 2.479
H 2.070 -1.976 5.013
H 3.464 -0.865 6.714
H 3.817 1.583 6.629
H 2.743 2.914 4.835
H 1.353 1.780 3.124
H 0.521 3.557 1.761
H 1.753 5.256 3.091
H 3.525 6.613 2.016
H 4.026 6.285 -0.386
H 2.806 4.603 -1.685
H -0.318 1.566 -2.902
H -1.798 2.447 -4.637
H -2.356 4.860 -4.696
H -1.437 6.364 -2.957
H 0.051 5.483 -1.219
N -3.488 1.276 1.316
C -2.451 0.925 0.956
```



Molecular formula: C34H27FN3O4PSTi
Method: DFT, the ωB97M-V functional and the def2-TZVPD basis

Computed properties:
HOMO (spin up / spin down)   -6.4 / -7.8 eV
Frontier orbital gap (spin up / spin down)   6.317 / 7.426 eV
2S+1   3
Total energy   -3466.06052 Eh

```
72
C34H27FN3O4PSTi | the Open Molecules 2025 dataset | the ωB97M-V functional and the def2-TZVPD basis
Ti -1.114 0.047 -0.980
O 0.224 -1.892 -5.507
C -0.251 -1.280 -4.394
O -0.156 -0.100 -4.263
C -0.867 -2.246 -3.420
C -1.073 -3.519 -3.877
C -1.725 -4.481 -3.075
C -2.123 -4.105 -1.839
C -1.859 -2.799 -1.389
N -1.221 -1.826 -2.164
C -2.189 -2.360 -0.088
O -2.780 -3.122 0.836
O -1.910 -1.188 0.258
H 0.585 -1.180 -6.051
H -0.748 -3.759 -4.874
H -1.912 -5.481 -3.443
H -2.646 -4.811 -1.205
H -2.893 -4.021 0.514
N 1.422 -2.201 -0.181
C 1.857 -2.156 1.139
C 2.602 -3.231 1.640
C 3.067 -3.231 2.939
C 2.798 -2.157 3.781
C 2.032 -1.110 3.302
C 1.541 -1.085 1.994
P 0.400 0.259 1.454
C 1.506 1.727 1.429
C 2.855 1.705 1.763
C 3.617 2.867 1.700
C 3.038 4.060 1.295
C 1.693 4.088 0.944
C 0.934 2.930 1.003
C -0.522 0.521 3.026
C -1.426 -0.483 3.381
C -2.154 -0.401 4.557
C -2.000 0.696 5.394
C -1.115 1.705 5.045
C -0.379 1.621 3.868
H 1.243 -1.319 -0.633
H 1.901 -2.856 -0.775
H 2.820 -4.070 0.985
H 3.639 -4.078 3.301
H 3.169 -2.145 4.798
H 1.790 -0.285 3.963
H 3.325 0.779 2.069
H 4.668 2.832 1.961
H 3.636 4.962 1.241
H 1.238 5.014 0.611
H -0.113 2.944 0.713
H -1.560 -1.334 2.723
H -2.844 -1.192 4.821
H -2.572 0.766 6.312
H -0.987 2.564 5.693
H 0.312 2.415 3.623
S 1.457 3.108 -2.753
C 2.639 2.012 -2.190
C 2.088 0.892 -1.649
C 0.658 0.873 -1.659
C 0.190 2.037 -2.243
C -1.192 2.207 -2.633
C -1.753 3.374 -3.158
C -3.068 3.380 -3.556
C -3.826 2.216 -3.439
C -3.227 1.108 -2.893
N -1.947 1.088 -2.502
H 3.686 2.266 -2.281
H 2.706 0.106 -1.229
H -1.139 4.264 -3.237
H -3.517 4.282 -3.954
H -4.861 2.182 -3.752
H -3.776 0.185 -2.755
F -1.891 1.420 -0.032
```



Molecular formula: C34H27FN3O4PSTi
Method: DFT, the ωB97M-V functional and the def2-TZVPD basis

Computed properties:
HOMO (spin up / spin down)   -5.3 / -7.6 eV
Frontier orbital gap (spin up / spin down)   5.217 / 7.512 eV
2S+1   3
Total energy   -3466.09170 Eh

```
72
C34H27FN3O4PSTi | the Open Molecules 2025 dataset | the ωB97M-V functional and the def2-TZVPD basis
Ti 0.303 -0.621 0.995
O 4.002 -0.122 -0.908
C 3.003 -0.458 -0.087
O 2.037 0.313 0.087
C 3.087 -1.682 0.639
C 4.149 -2.638 0.680
C 4.082 -3.617 1.647
C 3.044 -3.641 2.579
C 2.026 -2.651 2.451
N 2.023 -1.777 1.440
C 1.007 -2.272 3.388
O 0.877 -2.890 4.567
O 0.261 -1.312 3.134
H 3.740 0.700 -1.350
H 4.963 -2.576 -0.026
H 4.857 -4.372 1.695
H 2.997 -4.409 3.340
H 1.553 -3.573 4.660
N 0.490 1.246 2.362
C 0.277 2.619 1.984
C 0.667 3.661 2.818
C 0.452 4.976 2.446
C -0.157 5.264 1.231
C -0.533 4.232 0.390
C -0.329 2.902 0.758
P -0.624 1.495 -0.363
C 0.113 2.181 -1.900
C 1.374 2.781 -1.844
C 2.030 3.152 -3.006
C 1.442 2.930 -4.245
C 0.183 2.355 -4.310
C -0.478 1.987 -3.146
C -2.401 1.430 -0.728
C -3.320 2.417 -0.387
C -4.662 2.249 -0.696
C -5.095 1.102 -1.344
C -4.185 0.107 -1.672
C -2.844 0.265 -1.355
H 1.334 1.170 2.922
H -0.287 0.918 2.934
H 1.144 3.434 3.765
H 0.762 5.778 3.103
H -0.322 6.292 0.936
H -0.965 4.451 -0.579
H 1.838 2.952 -0.880
H 3.003 3.626 -2.948
H 1.961 3.214 -5.152
H -0.290 2.190 -5.269
H -1.457 1.532 -3.211
H -2.996 3.306 0.137
H -5.374 3.018 -0.423
H -6.143 0.977 -1.583
H -4.520 -0.800 -2.158
H -2.131 -0.522 -1.576
S -0.117 -3.236 -2.902
C 0.777 -1.838 -3.329
C 0.936 -0.990 -2.277
C 0.338 -1.428 -1.048
C -0.247 -2.650 -1.266
C -0.936 -3.330 -0.202
C -1.636 -4.531 -0.343
C -2.331 -5.034 0.737
C -2.333 -4.313 1.924
C -1.608 -3.137 1.984
N -0.889 -2.665 0.966
H 1.127 -1.710 -4.342
H 1.467 -0.055 -2.393
H -1.635 -5.037 -1.299
H -2.880 -5.963 0.653
H -2.891 -4.646 2.788
H -1.614 -2.532 2.879
F -1.495 -0.194 1.532
```



Molecular formula: C34H27N2O4
Method: DFT, the ωB97M-V functional and the def2-TZVPD basis

Computed properties:
HOMO   -10.9 eV
Frontier orbital gap   6.860 eV
Net charge   +1
Total energy   -1721.81781 Eh

```
67
C34H27N2O4 | the Open Molecules 2025 dataset | the ωB97M-V functional and the def2-TZVPD basis
C 7.115 -3.387 4.763
C 6.369 -2.285 4.245
N 5.486 -1.265 3.495
C 5.011 -1.896 2.201
C 5.956 -1.589 0.896
N 7.382 -1.198 1.215
C 7.475 -0.066 2.215
C 6.213 0.042 3.260
H 7.634 -4.459 4.845
H 4.625 -1.051 4.060
H 5.016 -3.073 2.389
H 3.898 -1.518 1.989
H 5.444 -0.769 0.196
H 6.023 -2.611 0.282
H 7.865 -0.885 0.320
H 7.665 0.994 1.745
H 8.438 -0.295 2.882
H 5.513 0.919 2.877
H 6.659 0.388 4.295
C -4.889 -2.686 1.234
C -4.984 -3.105 2.561
C -3.991 -2.754 3.477
C -2.892 -1.991 3.062
C -2.785 -1.593 1.730
C -3.792 -1.931 0.816
C -1.607 -0.830 1.271
O -1.514 -0.476 0.102
C -0.539 -0.507 2.238
C 0.611 0.165 1.803
C 1.620 0.486 2.714
C 1.480 0.146 4.059
C 0.338 -0.529 4.494
C -0.669 -0.864 3.579
C -1.856 -1.610 4.042
O -1.978 -1.913 5.223
H -5.667 -2.951 0.522
H -5.832 -3.704 2.883
H -4.074 -3.081 4.512
H -3.722 -1.612 -0.222
H 0.727 0.437 0.755
H 2.514 1.004 2.373
H 2.262 0.402 4.770
H 0.238 -0.795 5.545
C -0.111 2.099 -2.642
C -0.873 2.963 -1.856
C -2.178 3.283 -2.234
C -2.719 2.746 -3.408
C -1.949 1.901 -4.206
C -0.645 1.567 -3.816
C -2.492 1.368 -5.473
O -1.817 0.623 -6.172
C -3.856 1.753 -5.887
C -4.362 1.302 -7.113
C -5.656 1.651 -7.506
C -6.449 2.441 -6.675
C -5.946 2.896 -5.456
C -4.643 2.560 -5.066
C -4.106 3.076 -3.791
O -4.801 3.774 -3.062
H 0.903 1.842 -2.342
H -0.452 3.388 -0.947
H -2.768 3.955 -1.613
H -0.043 0.898 -4.427
H -3.750 0.682 -7.767
H -6.045 1.303 -8.461
H -7.460 2.706 -6.978
H -6.569 3.517 -4.814
```